1 | Computed, not measured: a structure of composition C3H9N2S2, with ωB97M-V with the def2-TZVPD basis set.

* LUMO: -0.1563 Eh
* frontier orbital gap: 9.209 eV
* total charge: +1
* molecular weight: 137.25 g/mol
* HOMO: -13.462 eV

Last column: Löwdin charge in e.
Cartesian coordinates (Å):
C (2.597, -0.371, 0.396)  -0.5510
C (1.806, -1.300, -0.582)  -0.4406
C (0.056, 0.595, 0.023)  -0.7214
N (-0.953, 1.349, 0.151)  0.0701
N (-3.165, 0.358, 0.031)  0.1363
S (2.101, 1.352, 0.078)  0.8634
S (0.032, -1.023, -0.274)  1.0182
H (2.524, -0.713, 1.408)  0.0773
H (3.611, -0.488, 0.129)  0.0663
H (2.142, -1.066, -1.634)  0.1203
H (1.866, -2.277, -0.344)  0.0274
H (-2.032, 1.092, 0.162)  0.0051
H (-0.674, 2.232, 0.536)  0.1209
H (-3.099, 0.171, -0.904)  0.0536
H (-4.076, 0.523, 0.332)  0.0782
H (-2.737, -0.435, 0.490)  0.0756



2 | Computed, not measured: a cluster of 2 separate species, C3H9N2S2 in total, with ωB97M-V with the def2-TZVPD basis set.

* LUMO: -0.1242 Eh
* frontier orbital gap: 9.329 eV
* total charge: +1
* molecular weight: 137.25 g/mol
* HOMO: -12.710 eV

Last column: Löwdin charge in e.
Cartesian coordinates (Å):
C (1.888, -0.286, -0.034)  -0.6207
C (-1.918, -0.539, 0.947)  -0.3364
C (-0.020, 0.942, -0.363)  -0.5467
N (1.824, -1.541, -0.386)  0.0464
N (0.480, 2.113, -0.758)  0.0601
S (3.310, 0.333, 0.633)  0.8791
S (-0.780, 0.854, 1.183)  0.9358
H (-2.793, -0.193, 0.405)  0.0498
H (-2.212, -0.874, 1.937)  0.0494
H (-1.420, -1.344, 0.418)  0.0350
H (-0.335, 0.252, -1.129)  0.0997
H (0.985, -1.910, -0.806)  0.1070
H (2.585, -2.207, -0.281)  0.1201
H (0.666, 2.833, -0.077)  0.1118
H (0.897, 2.222, -1.668)  0.1318
H (2.842, 1.582, 0.790)  -0.1222



Verdict on stability: 2 comes out at the bottom.